Entry 1:
The following is a quantum chemistry calculation of a molecular structure, C39H91N11O13Pt in a non-equilibrium geometry, from the OMol25 dataset.

```
! wB97M-V def2-TZVPD RIJCOSX def2/J DEFGRID3
* xyz 0 3
Pt -3.156 1.608 0.828
C -4.052 2.877 -3.285
C -3.604 3.068 -1.839
C -3.822 4.527 -1.426
O -4.169 2.128 -0.974
H -3.598 3.656 -3.897
H -5.134 3.036 -3.312
H -3.824 1.885 -3.675
H -2.507 2.959 -1.809
H -3.379 5.197 -2.164
H -3.406 4.808 -0.456
H -4.899 4.693 -1.321
C -0.067 0.829 -0.924
C -0.636 -0.331 -0.112
C 0.359 -0.762 0.954
O -1.855 0.011 0.432
H -0.002 1.717 -0.293
H -0.673 1.126 -1.785
H 0.929 0.586 -1.299
H -0.727 -1.217 -0.764
H 0.575 -0.005 1.719
H 1.360 -0.998 0.583
H -0.043 -1.564 1.584
C 5.212 -0.030 -1.616
O 6.086 0.768 -1.901
N 4.283 -0.441 -2.517
C 3.238 -1.370 -2.135
C 4.396 -0.082 -3.919
H 5.063 -0.491 -0.626
H 3.519 -2.413 -2.319
H 2.373 -1.183 -2.772
H 3.064 -1.220 -1.069
H 4.842 0.893 -4.089
H 4.936 -0.812 -4.527
H 3.380 -0.016 -4.303
C -2.491 -3.897 1.365
O -1.798 -4.558 2.113
N -3.528 -4.340 0.599
C -4.387 -3.370 -0.043
C -3.911 -5.741 0.508
H -2.358 -2.817 1.177
H -3.938 -2.388 -0.205
H -5.354 -3.324 0.456
H -4.504 -3.675 -1.089
H -3.223 -6.331 1.116
H -4.831 -5.943 1.065
H -3.995 -6.064 -0.526
C 1.677 -5.398 -2.467
O 2.604 -5.399 -3.248
N 0.626 -4.550 -2.470
C 0.333 -3.529 -3.451
C -0.361 -4.657 -1.415
H 1.604 -6.105 -1.622
H 0.010 -2.592 -3.000
H -0.428 -3.892 -4.149
H 1.201 -3.368 -4.091
H -0.111 -5.130 -0.465
H -0.788 -3.693 -1.129
H -1.261 -5.230 -1.676
C 1.627 4.730 -2.236
O 1.143 5.178 -1.206
N 2.329 3.589 -2.328
C 3.122 3.333 -3.521
C 2.639 2.744 -1.201
H 1.549 5.244 -3.205
H 2.692 3.707 -4.453
H 3.017 2.270 -3.728
H 4.155 3.671 -3.452
H 3.541 3.104 -0.702
H 1.826 2.878 -0.493
H 2.685 1.693 -1.472
C 2.850 1.501 2.332
O 2.106 2.329 1.821
N 3.460 1.665 3.525
C 4.365 0.665 4.001
C 3.122 2.840 4.314
H 3.103 0.576 1.797
H 3.820 0.023 4.700
H 5.187 1.107 4.574
H 4.854 0.065 3.237
H 4.003 3.477 4.164
H 2.198 3.338 4.053
H 3.203 2.618 5.381
C 0.485 -0.960 4.679
O 1.624 -0.877 5.112
N -0.398 -1.900 5.093
C -1.775 -1.843 4.565
C -0.086 -2.865 6.126
H 0.119 -0.318 3.864
H -1.859 -1.122 3.756
H -2.450 -1.600 5.389
H -2.037 -2.841 4.211
H -0.067 -3.909 5.810
H 0.821 -2.559 6.642
H -0.867 -2.838 6.893
C -5.175 -0.967 -2.789
O -6.254 -1.538 -2.734
N -4.059 -1.547 -3.275
C -2.800 -0.807 -3.197
C -4.007 -2.822 -3.967
H -4.990 0.070 -2.475
H -2.861 -0.002 -2.469
H -2.620 -0.435 -4.211
H -1.917 -1.392 -2.931
H -3.153 -3.432 -3.676
H -4.848 -3.466 -3.704
H -4.132 -2.661 -5.039
C 1.900 0.796 -6.556
O 2.823 1.428 -6.070
N 0.772 0.428 -5.928
C -0.244 -0.420 -6.514
C 0.508 0.718 -4.521
H 1.979 0.456 -7.600
H -0.067 -0.502 -7.587
H -1.252 -0.022 -6.399
H -0.156 -1.409 -6.057
H -0.454 1.207 -4.364
H 0.448 -0.244 -4.003
H 1.335 1.299 -4.123
C -1.465 1.915 3.585
O -2.456 1.454 3.024
N -1.488 2.360 4.841
C -0.351 2.981 5.493
C -2.657 2.141 5.681
H -0.468 1.927 3.125
H -0.686 3.848 6.057
H 0.306 3.405 4.728
H 0.234 2.247 6.047
H -3.551 2.247 5.065
H -2.704 1.099 6.012
H -2.647 2.808 6.536
C -0.598 4.067 1.027
O -1.720 3.550 1.002
N -0.249 5.048 1.850
C 1.125 5.528 1.894
C -1.234 5.726 2.665
H 0.208 3.718 0.374
H 1.751 5.133 1.095
H 1.641 5.123 2.771
H 1.187 6.613 1.939
H -2.181 5.192 2.704
H -0.953 5.735 3.723
H -1.353 6.745 2.298
C 3.267 -2.295 2.465
O 3.946 -1.677 1.647
N 2.442 -3.312 2.211
C 2.264 -3.798 0.858
C 1.790 -3.995 3.313
H 3.249 -2.016 3.530
H 2.805 -4.741 0.744
H 2.751 -3.164 0.116
H 1.251 -3.843 0.468
H 1.631 -3.407 4.214
H 0.795 -4.392 3.104
H 2.390 -4.859 3.614
*
```

Output
- Highest occupied orbital energy (spin up / spin down): -0.2851 / -0.2895 Ha
- Relative energy (zero: lowest compared OMol25 entry of this formula, charge and spin): 0.0 kJ/mol
- Strongest force on any atom: 2.38 eV/Å
- Total energy: -88170.9884 eV

Entry 2:
The following is a quantum chemistry calculation of 3 unconnected molecules or ions with the total composition C41H77Cl4N4O10P2 in a non-equilibrium geometry, from the OMol25 dataset.

```
! wB97M-V def2-TZVPD RIJCOSX def2/J DEFGRID3
* xyz 1 1
C -0.266 -4.243 5.881
C -0.758 -3.204 4.835
C -2.308 -3.224 4.632
C -2.695 -2.587 3.274
C -3.956 -3.339 2.711
C -2.943 -1.026 3.279
C -1.601 -0.256 3.351
O -1.773 1.135 3.023
C -0.598 1.575 2.402
C -0.408 1.440 1.021
C 0.760 1.833 0.391
C 0.894 1.609 -1.122
C 1.790 2.390 1.152
C 1.611 2.546 2.517
C 0.427 2.143 3.141
C 0.329 2.324 4.678
C 0.563 3.811 5.035
C 1.355 1.356 5.329
N -3.350 -0.801 1.826
C -4.240 0.205 1.631
N -3.890 1.239 0.906
C -4.677 2.431 0.619
Cl -5.935 2.160 -0.641
C -5.209 3.186 1.863
C -4.682 4.661 1.900
N -5.482 0.134 2.266
N -6.477 -0.701 1.688
C -6.080 -1.450 0.491
C -7.634 0.106 1.304
C -8.240 1.120 2.292
O -8.131 0.036 0.203
C -5.313 0.091 3.752
Cl -6.716 -0.801 4.469
C -4.022 -0.574 4.309
C -3.453 0.284 5.498
Cl -4.806 0.865 6.583
C -2.524 -0.501 6.461
C -3.268 -1.350 7.533
Cl -1.600 0.762 7.406
H 0.232 -5.102 5.414
H -1.073 -4.589 6.540
H 0.492 -3.754 6.511
H -0.337 -3.515 3.863
H -0.355 -2.199 5.026
H -2.543 -4.298 4.560
H -2.855 -2.860 5.510
H -1.873 -2.747 2.556
H -4.205 -4.237 3.285
H -3.736 -3.624 1.676
H -4.827 -2.667 2.774
H -1.069 -0.351 4.306
H -0.931 -0.692 2.587
H -1.171 0.988 0.371
H 1.943 1.369 -1.329
H 0.323 0.692 -1.342
H 0.503 2.450 -1.703
H 2.710 2.664 0.630
H 2.446 2.968 3.080
H -0.699 2.032 4.936
H -0.234 4.414 4.570
H 1.526 4.183 4.663
H 0.471 3.908 6.125
H 2.175 1.106 4.637
H 0.878 0.395 5.577
H 1.831 1.809 6.212
H -2.522 -0.730 1.240
H -2.958 1.204 0.505
H -3.983 3.132 0.135
H -4.741 2.703 2.735
H -6.299 3.217 1.931
H -3.689 4.624 2.376
H -5.309 5.226 2.603
H -4.639 5.121 0.907
H -6.894 -2.103 0.157
H -5.233 -2.128 0.661
H -5.819 -0.816 -0.375
H -8.841 0.515 2.991
H -7.477 1.600 2.920
H -8.854 1.829 1.736
H -5.464 1.126 4.082
H -4.352 -1.501 4.803
H -3.017 1.221 5.129
H -1.766 -1.129 5.996
H -2.599 -2.173 7.841
H -4.200 -1.788 7.151
H -3.432 -0.764 8.442
O 2.289 4.105 -7.753
P 2.678 3.119 -6.704
O 2.033 1.712 -7.264
C 2.182 1.324 -8.628
C 3.333 0.349 -8.800
O 1.593 3.493 -5.534
C 0.965 4.774 -5.505
C -0.405 4.708 -6.150
O 3.544 2.354 -5.527
C 4.824 1.788 -5.819
C 5.722 2.706 -6.621
H 2.319 2.188 -9.280
H 1.250 0.838 -8.921
H 4.291 0.849 -8.638
H 3.339 -0.066 -9.809
H 3.259 -0.470 -8.083
H 1.591 5.528 -5.982
H 0.863 5.061 -4.456
H -0.361 4.266 -7.145
H -0.845 5.704 -6.231
H -1.073 4.081 -5.555
H 4.690 0.824 -6.317
H 5.299 1.576 -4.860
H 5.282 2.945 -7.597
H 6.692 2.238 -6.791
H 5.876 3.649 -6.093
O 5.734 -1.887 -3.193
P 5.654 -3.377 -3.269
O 6.201 -3.697 -4.786
C 7.375 -3.067 -5.297
C 8.590 -3.963 -5.148
O 4.045 -3.572 -3.491
C 3.126 -2.552 -3.110
C 2.754 -1.704 -4.308
O 5.693 -4.964 -2.822
C 6.907 -5.553 -2.351
C 7.637 -4.693 -1.342
H 7.556 -2.104 -4.816
H 7.194 -2.876 -6.356
H 8.870 -4.064 -4.096
H 9.445 -3.546 -5.682
H 8.386 -4.962 -5.536
H 3.532 -1.940 -2.303
H 2.234 -3.047 -2.718
H 3.634 -1.327 -4.830
H 2.139 -0.852 -4.008
H 2.192 -2.299 -5.031
H 7.546 -5.799 -3.203
H 6.634 -6.500 -1.884
H 7.929 -3.728 -1.775
H 8.540 -5.194 -0.994
H 6.998 -4.485 -0.482
*
```

Output
- Highest occupied orbital energy: -0.4202 Ha
- Strongest force on any atom: 7.39 eV/Å
- Total energy: -138862.7001 eV